{
  "formula": "C5H8N2O",
  "method": "the ωB97M-V functional and the def2-TZVPD basis",
  "elements": ["C", "C", "C", "C", "C", "H", "H", "H", "H", "H", "H", "H", "H", "N", "N", "O"],
  "positions_angstrom": [[0.33, 1.50, -0.91], [0.09, 1.11, 0.67], [0.58, -0.25, 1.07], [1.03, -1.19, -0.11], [-1.54, -0.50, 0.14], [1.27, 2.10, -1.07], [-0.65, 2.00, -1.14], [0.16, 0.21, -1.47], [0.40, 2.03, 1.31], [1.51, -0.18, 1.94], [0.34, -1.56, -0.86], [-1.93, 0.39, -0.71], [-1.37, -2.49, 0.31], [-0.75, -0.10, 1.29], [-1.83, -1.66, -0.40], [2.36, -1.42, -0.07]],
  "fmax_ev_per_a": 8.96,
  "relative_energy_ev": 7.7787,
  "lumo_energy_ev": -0.25,
  "total_charge": 0,
  "total_energy_ev": -10334.947
}

{
  "formula": "C26H50BiNOP3",
  "method": "the ωB97M-V functional and the def2-TZVPD basis",
  "elements": ["Bi", "P", "P", "P", "H", "C", "C", "H", "C", "C", "C", "C", "C", "C", "C", "C", "C", "H", "H", "H", "H", "H", "H", "H", "H", "H", "H", "H", "H", "H", "H", "H", "H", "H", "H", "H", "H", "H", "H", "H", "H", "H", "H", "H", "H", "H", "C", "C", "C", "C", "C", "C", "O", "H", "H", "H", "H", "H", "H", "C", "N", "C", "C", "C", "C", "C", "C", "C", "C", "H", "H", "H", "H", "H", "H", "H", "H", "H", "H", "H", "H", "H"],
  "positions_angstrom": [[0.11, 0.34, -0.62], [1.79, 0.29, -2.74], [-0.81, -2.31, -1.14], [1.42, 1.98, 1.12], [0.31, -3.27, 3.30], [0.26, -2.24, 3.67], [-0.92, -1.63, 3.86], [-1.87, -2.15, 3.66], [3.10, -0.92, -2.37], [1.11, -0.30, -4.33], [2.67, 1.85, -3.09], [-1.73, -3.09, 0.23], [-1.94, -2.47, -2.58], [0.47, -3.55, -1.52], [0.88, 1.87, 2.85], [1.48, 3.75, 0.71], [3.17, 1.53, 1.21], [1.21, -1.75, 3.94], [-1.00, -0.63, 4.32], [3.84, -0.88, -3.18], [2.68, -1.94, -2.31], [3.58, -0.71, -1.40], [1.87, -0.17, -5.11], [0.21, 0.27, -4.61], [0.84, -1.37, -4.27], [3.35, 1.69, -3.94], [3.26, 2.16, -2.21], [1.95, 2.64, -3.34], [-1.74, -4.18, 0.10], [-2.77, -2.73, 0.25], [-1.26, -2.84, 1.19], [-1.90, -3.50, -2.96], [-1.62, -1.78, -3.38], [-2.97, -2.23, -2.29], [-0.01, -4.52, -1.73], [1.14, -3.66, -0.66], [1.06, -3.25, -2.40], [1.68, 2.28, 3.49], [0.68, 0.82, 3.13], [-0.04, 2.45, 2.99], [2.06, 4.26, 1.49], [0.46, 4.16, 0.67], [1.96, 3.89, -0.27], [3.66, 2.12, 1.99], [3.67, 1.72, 0.25], [3.27, 0.46, 1.45], [6.09, -0.63, 0.88], [7.14, -1.46, 0.41], [8.03, -2.00, 1.34], [7.90, -1.71, 2.70], [6.90, -0.84, 3.14], [6.01, -0.27, 2.23], [5.08, -0.25, 0.02], [5.28, -0.58, -0.88], [7.20, -1.70, -0.65], [8.83, -2.66, 0.98], [8.58, -2.17, 3.42], [6.81, -0.61, 4.20], [5.23, 0.42, 2.56], [-4.71, 0.41, -2.12], [-4.80, 0.31, -0.64], [-5.45, -0.98, -0.25], [-3.46, 0.52, 0.08], [-2.86, 1.81, -0.37], [-3.66, 2.95, -0.21], [-3.24, 4.18, -0.73], [-2.05, 4.24, -1.45], [-1.25, 3.10, -1.62], [-1.59, 1.91, -0.97], [-3.96, -0.31, -2.48], [-4.43, 1.42, -2.41], [-5.69, 0.15, -2.53], [-5.41, 1.08, -0.32], [-4.82, -1.81, -0.59], [-5.59, -1.00, 0.83], [-6.42, -1.02, -0.76], [-3.70, 0.50, 1.15], [-2.84, -0.36, -0.14], [-4.62, 2.88, 0.32], [-3.87, 5.06, -0.60], [-1.72, 5.19, -1.89], [-0.35, 3.14, -2.25]],
  "fmax_ev_per_a": 1.94,
  "relative_energy_ev": 0.0000,
  "lumo_energy_ev": -9.02,
  "total_charge": 3,
  "total_energy_ev": -64990.597
}

{
  "formula": "C4H7O3S",
  "method": "the ωB97M-V functional and the def2-TZVPD basis",
  "elements": ["C", "C", "C", "C", "O", "O", "O", "S", "H", "H", "H", "H", "H", "H", "H"],
  "positions_angstrom": [[0.49, 0.05, -1.86], [-0.15, 1.18, 0.92], [-0.58, -0.74, -1.53], [0.55, -0.17, 0.94], [1.68, -0.70, -2.11], [0.56, 1.23, -2.12], [-0.39, -2.10, -1.36], [0.14, -1.68, 1.50], [0.26, 1.57, 1.90], [-1.19, 0.98, 1.07], [0.05, 1.84, 0.09], [-1.44, -0.19, -1.30], [1.68, -0.25, 0.67], [-0.35, -2.55, -0.40], [1.29, -1.56, -1.89]],
  "fmax_ev_per_a": 3.39,
  "relative_energy_ev": 2.4857,
  "lumo_energy_ev": [3.40, 3.40],
  "total_charge": -1,
  "total_energy_ev": -21238.251
}

{
  "formula": "C2H2ClNS",
  "method": "the ωB97M-V functional and the def2-TZVPD basis",
  "elements": ["H", "N", "C", "C", "S", "Cl", "H"],
  "positions_angstrom": [[-0.37, 0.55, 1.21], [-0.02, 1.06, 0.36], [0.08, 0.36, -0.76], [0.28, 0.72, -2.22], [0.38, 0.01, -4.13], [0.15, 2.49, -2.55], [0.00, -0.81, -0.63]],
  "fmax_ev_per_a": 6.10,
  "smiles": "[H]/N=C/C(=S)Cl",
  "relative_energy_ev": 3.3492,
  "lumo_energy_ev": [-2.72, -2.79],
  "total_charge": 0,
  "total_energy_ev": -26949.502
}

{
  "formula": "C16H32AlCl4F2ILiN4O6S",
  "method": "the ωB97M-V functional and the def2-TZVPD basis",
  "elements": ["C", "C", "C", "O", "C", "C", "C", "C", "S", "N", "C", "I", "C", "C", "N", "H", "H", "H", "H", "H", "H", "H", "H", "H", "H", "H", "H", "H", "H", "H", "H", "F", "Li", "C", "Cl", "Cl", "Cl", "H", "O", "C", "C", "O", "H", "H", "H", "H", "C", "O", "H", "H", "H", "H", "Al", "C", "O", "N", "N", "H", "H", "H", "H", "Cl", "C", "O", "H", "H", "H", "F"],
  "positions_angstrom": [[-0.17, 3.71, -3.74], [0.13, 3.06, -5.19], [-0.90, 1.88, -5.59], [-0.21, 0.58, -5.81], [-0.31, -0.06, -4.52], [-1.54, -1.06, -4.33], [-1.62, -1.72, -2.89], [-0.49, -1.29, -1.87], [-0.60, -2.01, -0.18], [0.51, -0.35, -2.34], [1.56, 0.01, -1.29], [2.74, 1.72, -2.05], [2.61, -1.18, -1.04], [4.00, -0.66, -0.35], [0.66, 0.24, -3.54], [-0.85, 3.03, -3.11], [0.79, 3.91, -3.14], [-0.69, 4.73, -3.88], [0.10, 3.88, -5.99], [1.20, 2.62, -5.22], [-1.48, 2.23, -6.51], [-1.68, 1.74, -4.74], [-2.30, -1.28, -5.15], [-2.45, -2.45, -2.60], [-1.68, -1.41, 0.48], [1.00, 0.37, -0.36], [2.79, -1.70, -2.05], [2.22, -2.00, -0.33], [4.77, -0.37, -1.14], [4.42, -1.58, 0.22], [3.81, 0.17, 0.43], [6.55, -1.33, 0.02], [-1.92, -0.94, 2.34], [7.18, -3.60, 2.39], [8.09, -5.04, 1.92], [5.49, -4.02, 2.73], [7.93, -2.83, 3.81], [7.20, -2.89, 1.56], [-3.28, -6.27, 5.34], [-3.02, -5.05, 4.98], [-1.69, -5.02, 4.06], [-1.43, -3.76, 3.72], [-2.85, -4.32, 5.79], [-3.80, -4.50, 4.34], [-1.88, -5.73, 3.24], [-0.91, -5.55, 4.65], [0.09, 1.46, 5.36], [-1.15, 0.78, 5.34], [0.70, 1.11, 4.52], [-0.07, 2.53, 5.26], [0.61, 1.25, 6.30], [-1.67, 1.10, 6.09], [-2.77, -2.94, -6.10], [0.58, 6.83, -0.72], [-0.33, 6.95, 0.08], [1.19, 5.64, -0.97], [1.08, 7.88, -1.42], [1.94, 5.52, -1.62], [0.85, 4.84, -0.47], [0.66, 8.78, -1.27], [1.83, 7.80, -2.08], [-5.39, -4.48, 3.87], [-8.18, -1.80, 3.60], [-6.95, -1.35, 3.39], [-8.86, -1.84, 2.73], [-8.28, -2.83, 4.01], [-8.80, -1.23, 4.33], [4.91, 0.10, -3.28]],
  "fmax_ev_per_a": 7.06,
  "lumo_energy_ev": -2.95,
  "total_charge": -1,
  "total_energy_ev": -116596.548
}

{
  "formula": "C9H19N3O3",
  "method": "the ωB97M-V functional and the def2-TZVPD basis",
  "elements": ["C", "C", "N", "C", "O", "C", "N", "C", "C", "C", "C", "N", "C", "O", "O", "H", "H", "H", "H", "H", "H", "H", "H", "H", "H", "H", "H", "H", "H", "H", "H", "H", "H", "H"],
  "positions_angstrom": [[1.93, -2.72, -2.16], [1.42, -1.37, -2.05], [0.19, -0.87, -1.48], [0.19, 0.25, -0.65], [1.21, 0.68, -0.14], [-1.24, 0.59, -0.24], [-2.02, 0.60, -1.41], [-1.79, -0.39, 0.65], [-1.13, -0.35, 2.10], [-1.18, 0.97, 2.93], [0.18, 1.58, 2.68], [0.61, 2.25, 3.90], [1.41, -0.77, -3.45], [1.66, -1.40, -4.43], [1.32, 0.49, -3.40], [3.08, -2.70, -2.16], [1.68, -3.17, -1.28], [1.65, -3.24, -3.06], [2.12, -0.83, -1.40], [-0.72, -1.40, -1.46], [-1.20, 1.56, 0.36], [-1.42, 1.04, -2.09], [-2.91, 1.16, -1.46], [-2.86, -0.29, 0.63], [-1.62, -1.41, 0.30], [-1.51, -1.30, 2.59], [-0.02, -0.56, 1.86], [-1.92, 1.62, 2.50], [-1.16, 0.61, 3.90], [0.81, 0.75, 2.45], [0.19, 2.42, 1.83], [1.66, 2.26, 3.80], [0.44, 3.23, 4.12], [0.95, 0.73, -4.32]],
  "fmax_ev_per_a": 6.15,
  "smiles": "C[C@H](NC(=O)[C@@H](N)CCCCN)C(=O)O",
  "relative_energy_ev": 3.4728,
  "lumo_energy_ev": 0.54,
  "total_charge": 0,
  "total_energy_ev": -20251.744
}